# C22H30N7PSTeZr

A molecular structure, C22H30N7PSTeZr (ωB97M-V/def2-TZVPD, the OMol25 dataset).

```
63
Properties=species:S:1:pos:R:3:lowdin_charge:R:1
Zr 1.793 -0.504 0.225 1.004
N -2.495 -0.509 -0.542 0.128
C -1.288 -0.074 -0.183 -0.792
S -0.501 -0.937 1.167 0.599
N -0.755 0.938 -0.808 0.028
N 0.458 1.221 -0.242 -0.243
C 0.823 2.428 -0.046 -0.021
C 1.966 2.616 0.847 -0.245
C 2.368 3.874 1.243 0.028
C 3.332 3.991 2.241 0.005
C 3.851 2.842 2.803 -0.007
C 3.411 1.612 2.333 -0.097
N 2.490 1.481 1.379 0.007
H -2.977 -1.198 0.009 0.107
H -3.008 -0.007 -1.251 0.131
H 0.216 3.262 -0.384 0.157
H 1.917 4.748 0.794 0.135
H 3.653 4.967 2.579 0.133
H 4.582 2.879 3.598 0.129
H 3.813 0.699 2.754 0.121
C 0.954 -5.795 -1.618 -0.160
N -0.214 -5.081 -1.099 -0.138
C -0.563 -5.625 0.216 -0.158
N 0.548 -5.580 1.167 -0.142
C 1.695 -6.282 0.593 -0.162
N 2.099 -5.751 -0.710 -0.140
C 2.664 -4.419 -0.605 -0.315
P 1.408 -3.225 0.080 0.846
C -0.002 -3.649 -1.060 -0.315
C 0.875 -4.222 1.561 -0.306
H 1.237 -5.375 -2.584 0.136
H 0.677 -6.839 -1.764 0.140
H -0.856 -6.667 0.085 0.140
H -1.412 -5.076 0.624 0.136
H 1.422 -7.329 0.461 0.140
H 2.537 -6.230 1.285 0.135
H 2.985 -4.065 -1.589 0.084
H 3.543 -4.452 0.045 0.097
H 0.226 -3.278 -2.063 0.091
H -0.901 -3.142 -0.706 0.067
H 0.007 -3.745 2.018 0.075
H 1.680 -4.236 2.300 0.100
C 7.260 2.485 0.783 -0.017
C 6.107 1.751 0.170 -0.234
C 5.379 2.319 -0.876 0.022
C 4.350 1.652 -1.519 -0.311
C 3.652 2.330 -2.663 -0.085
C 4.006 0.348 -1.084 -0.559
Te 2.611 -0.718 -2.330 1.062
C 4.692 -0.210 0.014 -0.357
C 4.258 -1.485 0.677 -0.134
C 5.733 0.492 0.612 -0.018
H 7.049 3.551 0.867 0.090
H 8.144 2.382 0.151 0.105
H 7.512 2.094 1.768 0.087
H 5.647 3.312 -1.219 0.136
H 3.950 3.374 -2.728 0.091
H 2.565 2.283 -2.557 0.054
H 3.897 1.857 -3.616 0.086
H 3.595 -1.315 1.581 0.080
H 5.095 -2.027 1.116 0.124
H 3.761 -2.169 -0.014 -0.014
H 6.257 0.042 1.449 0.137
```

Calculated values
E: -62416.530 eV
M: 674.40 g/mol
2S+1: 1
total charge: +2